# C18H11Br4N2O4SZn

C18H11Br4N2O4SZn as an isolated structure (the ωB97M-V functional and the def2-TZVPD basis, the OMol25 dataset).

- lowest unoccupied orbital energy (eV) = 2.492
- M (g/mol) = 736.4
- E_HOMO (eV) = -4.44
- HOMO-LUMO gap (eV) = 6.9
- E_tot (eV) = -369441.959

```
! RIJCOSX wB97M-V def2-TZVPD def2/J DEFGRID3
* xyz -1 1
Zn -0.07 0.11 -0.11
C 5.92 2.69 -3.79
C 5.13 1.64 -3.05
C 5.78 0.68 -2.28
C 5.05 -0.27 -1.57
C 3.67 -0.26 -1.64
C 3.00 0.70 -2.41
C 3.74 1.64 -3.10
S 2.73 -1.49 -0.79
O 3.66 -2.26 0.01
O 1.93 -2.16 -1.78
N 1.75 -0.62 0.13
C 1.80 -0.47 1.50
C 2.89 -0.66 2.36
C 2.70 -0.44 3.71
C 1.45 -0.03 4.19
C 0.45 0.17 3.27
N 0.61 -0.04 1.97
H 6.97 2.43 -3.84
H 5.83 3.66 -3.30
H 5.54 2.80 -4.81
H 6.86 0.67 -2.23
H 5.54 -1.03 -0.97
H 1.92 0.71 -2.44
H 3.23 2.40 -3.68
H 3.84 -0.99 1.96
H 3.52 -0.59 4.39
H 1.28 0.14 5.24
H -0.54 0.51 3.57
Br -3.67 5.85 -0.54
C -3.17 4.02 -0.44
C -4.12 3.04 -0.23
Br -5.95 3.48 -0.03
C -3.71 1.69 -0.16
Br -4.95 0.29 0.11
C -2.38 1.32 -0.28
O -1.98 0.06 -0.21
C -1.39 2.35 -0.49
O -0.13 1.99 -0.60
C -1.82 3.67 -0.58
Br -0.46 4.96 -0.88
*
```

# C18H11Cl2N3O2Pt

C18H11Cl2N3O2Pt as an isolated structure (the ωB97M-V functional and the def2-TZVPD basis, the OMol25 dataset).

- lowest unoccupied orbital energy (eV) = -0.309
- M (g/mol) = 567.3
- E_HOMO (eV) = -7.40
- HOMO-LUMO gap (eV) = 7.1
- E_tot (eV) = -55703.120

```
! RIJCOSX wB97M-V def2-TZVPD def2/J DEFGRID3
* xyz 0 1
Pt 0.00 0.12 -0.40
O 0.38 1.15 1.27
C -0.41 1.97 1.92
C 0.18 2.68 3.00
C -0.52 3.59 3.75
C -1.87 3.85 3.46
C -2.46 3.19 2.41
C -1.76 2.26 1.63
C -2.44 1.59 0.54
N -1.92 0.69 -0.28
C -2.92 0.23 -1.12
C -4.07 0.88 -0.81
N -3.76 1.73 0.24
H 1.22 2.47 3.20
H -0.03 4.10 4.56
H -2.43 4.57 4.05
H -3.50 3.41 2.19
H -2.72 -0.51 -1.87
H -5.06 0.81 -1.21
H -4.40 2.33 0.71
Cl 0.03 -1.78 -5.03
C 1.06 -2.15 -3.70
C 2.08 -3.10 -3.86
C 2.91 -3.43 -2.83
Cl 4.13 -4.64 -3.06
C 2.77 -2.81 -1.57
C 3.53 -3.10 -0.41
C 3.26 -2.47 0.77
C 2.25 -1.50 0.81
N 1.55 -1.18 -0.25
C 1.77 -1.83 -1.44
C 0.86 -1.50 -2.49
O -0.05 -0.57 -2.29
H 2.19 -3.58 -4.82
H 4.32 -3.85 -0.47
H 3.82 -2.69 1.66
H 2.01 -0.95 1.72
*
```

# C18H11Cl2N4O2Pd

C18H11Cl2N4O2Pd as an isolated structure (the ωB97M-V functional and the def2-TZVPD basis, the OMol25 dataset).

- lowest unoccupied orbital energy (spin up / spin down) (eV) = -4.554 / -7.383
- M (g/mol) = 492.6
- E_HOMO (spin up / spin down) (eV) = -8.51 / -12.20
- HOMO-LUMO gap (spin up / spin down) (eV) = 4.0 / 4.8
- E_tot (eV) = -57410.052

```
! RIJCOSX wB97M-V def2-TZVPD def2/J DEFGRID3
* xyz 1 5
Pd 1.36 -0.01 -0.02
Cl -5.00 -1.64 0.12
C -3.54 -0.71 0.09
C -2.33 -1.39 0.01
C -1.08 -0.73 -0.02
N 0.04 -1.55 -0.05
C 0.26 -2.12 -1.24
O 0.15 -3.32 -1.49
C 0.71 -1.21 -2.36
C 0.57 -1.65 -3.68
C 0.98 -0.81 -4.71
C 1.51 0.44 -4.39
C 1.63 0.79 -3.06
N 1.28 -0.02 -2.05
C -1.08 0.72 0.04
C -2.34 1.37 0.10
C -3.55 0.68 0.13
Cl -5.01 1.60 0.22
N 0.03 1.55 0.00
C 0.32 2.13 1.17
O 0.28 3.34 1.40
C 0.75 1.22 2.30
C 0.63 1.67 3.61
C 1.01 0.83 4.65
C 1.50 -0.44 4.35
C 1.60 -0.80 3.01
N 1.28 0.01 1.99
H -2.33 -2.48 -0.01
H 0.13 -2.62 -3.87
H 0.87 -1.12 -5.74
H 1.82 1.14 -5.16
H 2.00 1.75 -2.74
H -2.34 2.46 0.13
H 0.21 2.66 3.80
H 0.91 1.15 5.68
H 1.77 -1.14 5.12
H 1.95 -1.78 2.70
H 3.05 -0.01 -0.02
*
```

# C18H11Cl3GdN7O2S2Si

C18H11Cl3GdN7O2S2Si as an isolated structure (the ωB97M-V functional and the def2-TZVPD basis, the OMol25 dataset).

- lowest unoccupied orbital energy (spin up / spin down) (eV) = -1.339 / -1.378
- M (g/mol) = 713.2
- E_HOMO (spin up / spin down) (eV) = -7.68 / -7.47
- HOMO-LUMO gap (spin up / spin down) (eV) = 6.3 / 6.1
- E_tot (eV) = -121321.604

```
! RIJCOSX wB97M-V def2-TZVPD def2/J DEFGRID3
* xyz 0 8
Gd -1.45 0.18 0.12
N -0.23 3.87 -2.48
C -0.93 3.05 -1.67
N -0.40 2.22 -0.85
C 0.99 2.14 -0.75
N 1.57 1.38 0.13
N 0.80 0.50 0.80
C 1.20 0.07 1.96
C 0.42 -0.94 2.64
C 0.85 -1.45 3.87
C 0.05 -2.36 4.55
C -1.16 -2.72 3.98
C -1.51 -2.18 2.76
N -0.75 -1.33 2.07
C 1.81 2.93 -1.65
C 3.20 2.83 -1.68
C 3.92 3.60 -2.57
C 3.27 4.47 -3.43
C 1.89 4.58 -3.42
C 1.16 3.81 -2.52
H -0.69 4.51 -3.11
H -2.01 3.12 -1.71
H 2.09 0.46 2.44
H 1.79 -1.13 4.28
H 0.36 -2.76 5.50
H -1.82 -3.41 4.49
H -2.47 -2.45 2.32
H 3.68 2.14 -1.01
H 5.00 3.52 -2.60
H 3.84 5.07 -4.13
H 1.39 5.25 -4.10
S -3.14 -2.54 -0.54
C -2.48 -3.99 0.18
C -3.40 -4.81 0.86
N -4.16 -5.49 1.38
C -1.16 -4.30 0.09
S -0.03 -3.36 -0.82
C -0.59 -5.33 0.86
N -0.08 -6.11 1.54
O -2.96 1.28 0.49
O -2.16 1.20 1.59
Cl -2.72 -0.09 -2.16
Si -1.46 -2.00 -1.94
Cl 0.20 -0.60 -2.01
Cl -1.70 -2.82 -3.77
*
```

# C18H11ClFN4O11

A 3-piece molecular cluster, C18H11ClFN4O11 overall (the ωB97M-V functional and the def2-TZVPD basis, the OMol25 dataset).

- lowest unoccupied orbital energy (eV) = -5.145
- M (g/mol) = 513.8
- E_HOMO (eV) = -11.75
- HOMO-LUMO gap (eV) = 6.6
- E_tot (eV) = -62553.446

```
! RIJCOSX wB97M-V def2-TZVPD def2/J DEFGRID3
* xyz 1 1
N -2.89 2.64 -0.27
C -2.11 1.46 -0.51
C -0.70 1.52 -0.76
C -0.03 0.28 -0.94
N 1.39 0.32 -1.15
C 1.94 0.44 -0.04
O 2.32 0.49 1.05
C -0.71 -0.94 -0.92
F -0.05 -2.04 -1.10
N -2.03 -0.94 -0.69
O -2.72 -2.12 -0.65
N -2.95 -2.48 -2.09
O -4.07 -2.48 -2.31
C -2.74 0.20 -0.48
Cl -4.44 0.17 -0.15
H -2.82 3.20 -1.12
H -2.47 3.13 0.52
H -0.17 2.49 -0.79
C 3.49 4.93 -2.04
C 2.19 4.66 -1.93
C 1.35 5.25 -0.85
O 0.15 4.99 -0.80
C 1.99 6.12 0.12
C 3.30 6.40 0.02
C 4.14 5.83 -1.08
O 5.31 6.12 -1.14
O 3.92 7.19 0.89
O 1.56 3.84 -2.80
H 4.11 4.51 -2.82
H 1.37 6.53 0.91
H 4.85 7.23 0.60
H 0.63 3.82 -2.51
C -0.18 -4.89 1.16
C -0.38 -4.76 2.48
C -1.14 -5.79 3.25
O -1.28 -5.64 4.45
C -1.69 -6.93 2.53
C -1.50 -7.06 1.21
C -0.71 -6.04 0.44
O -0.54 -6.20 -0.76
O -1.99 -8.09 0.52
O 0.09 -3.72 3.17
H 0.37 -4.15 0.59
H -2.26 -7.66 3.10
H -1.71 -7.94 -0.41
H -0.19 -3.87 4.09
*
```

# C18H11ClIrN5O3

C18H11ClIrN5O3 as an isolated structure (the ωB97M-V functional and the def2-TZVPD basis, the OMol25 dataset).

- lowest unoccupied orbital energy (spin up / spin down) (eV) = -0.535 / -2.441
- M (g/mol) = 573.0
- E_HOMO (spin up / spin down) (eV) = -8.09 / -8.00
- HOMO-LUMO gap (spin up / spin down) (eV) = 7.6 / 5.6
- E_tot (eV) = -47794.910

```
! RIJCOSX wB97M-V def2-TZVPD def2/J DEFGRID3
* xyz 0 5
Ir -0.01 -0.79 -0.06
O 0.15 -0.22 2.07
C 0.80 0.65 2.73
C 0.75 0.58 4.16
C 1.45 1.43 4.96
C 2.21 2.46 4.39
C 2.25 2.59 3.02
C 1.59 1.71 2.16
C 1.68 1.87 0.73
N 1.14 1.11 -0.22
C 1.47 1.66 -1.42
C 2.23 2.77 -1.21
N 2.35 2.89 0.14
H 0.15 -0.22 4.57
H 1.41 1.32 6.03
H 2.75 3.14 5.02
H 2.83 3.41 2.61
H 1.12 1.22 -2.34
H 2.67 3.46 -1.90
H 2.87 3.62 0.61
Cl -5.71 -1.45 -5.00
C -4.23 -1.22 -4.12
C -3.00 -1.35 -4.80
C -1.83 -1.17 -4.13
C -1.80 -0.81 -2.74
O -0.69 -0.55 -2.19
C -3.07 -0.75 -2.07
C -3.15 -0.54 -0.66
O -2.24 -0.36 0.15
C -4.26 -0.95 -2.79
H -3.00 -1.60 -5.85
H -0.88 -1.28 -4.62
H -4.17 -0.55 -0.26
H -5.21 -0.89 -2.26
N 1.00 -2.55 0.03
C 1.67 -3.42 0.46
N 2.39 -4.39 0.70
C 2.91 -5.08 1.64
N 3.41 -5.75 2.43
*
```